1.
This record from the Open Molecules 2025 dataset describes the ion C5H4F3O3 with charge -1 in a non-equilibrium geometry. The level of theory is ωB97M-V with the def2-TZVPD basis set.

The geometry in XYZ format:
```
15
Properties=species:S:1:pos:R:3
F -1.7675 1.7251 1.0409
F -2.3982 1.2910 -0.9787
F -2.6503 -0.1903 0.5732
O 2.9538 -1.4404 0.5634
O -1.1038 -2.2534 -0.6414
O 1.0399 -1.6328 -0.5712
C -1.7605 0.6890 0.1338
C 1.7574 -1.2276 0.4724
C 0.6656 1.0107 -0.2737
C -0.4613 0.0346 -0.0932
C -0.3959 -1.2852 -0.4872
H 1.2155 -0.7449 1.2981
H 1.5668 0.5942 -0.5989
H 0.8504 1.7865 0.6283
H 0.4880 1.6434 -1.0659
```

Results
maximum force	0.0645	Eh/bohr
HOMO energy	-4.1	eV
total charge	-1
total energy	-19546.101	eV
orbital gap	8.0	eV

=====

2.
This record from the Open Molecules 2025 dataset describes a cluster of 7 separate species, C27H65N5O13P2 in total in a non-equilibrium geometry. The level of theory is ωB97M-V with the def2-TZVPD basis set.

The geometry in XYZ format:
```
112
Properties=species:S:1:pos:R:3
P 3.7793 9.0318 2.2960
P -10.2019 -8.3423 -1.0721
O -0.9856 -1.0743 -3.3827
O -9.2307 -9.2055 -2.0446
O 2.3058 8.7505 2.1025
O 7.2079 -0.8006 -9.6866
O 4.0557 10.3360 3.2065
O 7.6203 0.8178 0.0395
O -9.3124 -6.8957 -0.8488
O 4.6496 7.9186 3.1480
O 2.5448 -2.1225 5.7414
O -9.9525 -9.2519 0.3258
O -11.5976 -8.1159 -1.4750
O 4.6327 9.2546 0.9192
O -9.0141 2.8355 -3.3012
N 5.6528 -1.1042 -8.0137
N 9.3866 -0.3539 0.7509
N 0.7967 -2.0072 7.1222
N -0.1839 -0.9262 -1.3043
N -6.7987 3.0240 -2.6870
C 0.0892 -1.0258 6.3431
C -7.9029 -9.4168 -1.8064
C 4.3037 -1.6815 -7.7140
C 0.1015 -2.7184 8.1329
C 3.9753 11.8147 5.1212
C -8.2618 -4.9161 -1.7550
C 10.3985 0.4776 0.0995
C -0.0174 -1.5476 -0.0365
C 3.7984 10.3781 4.5859
C 1.9110 -2.5097 6.6415
C -8.1409 3.1588 -2.5177
C 4.8494 6.5857 2.8006
C 6.3263 -0.4997 -6.8559
C -10.1163 -11.7228 0.0701
C -7.0485 -8.5051 -2.7460
C 8.0486 -0.1814 0.6326
C 6.1951 -1.1863 -9.2597
C -6.2222 2.4546 -3.8794
C -0.8991 -1.5020 -2.2444
C -10.7847 -10.3802 0.5062
C -9.4350 -5.8363 -1.7504
C 0.5028 0.2931 -1.4784
C -5.7342 3.2679 -1.6910
C 6.3015 10.9278 1.2146
C 5.2764 5.7474 3.9681
C 6.0614 9.4938 0.9038
C 10.0706 -1.4086 1.5358
H 4.0851 -2.3459 -8.5499
H 3.3580 11.9951 6.0013
H -10.2863 -5.1888 -1.5404
H 6.5675 9.1286 0.0101
H -11.0485 -10.4108 1.5634
H 5.1103 6.1359 4.9729
H 4.5217 9.7279 5.0781
H -4.8652 3.8117 -2.0614
H -5.1954 2.3342 -1.5294
H 7.4901 -0.9959 1.1194
H 5.7829 11.2182 2.1283
H -7.0025 -8.8106 -3.7913
H 5.7819 11.4438 0.4072
H 4.8647 4.7428 3.8719
H 2.7473 10.1293 4.7327
H -9.6940 -6.1619 -2.7579
H 9.3606 -1.9906 2.1232
H -0.4591 -3.5165 7.6462
H 9.8801 1.3283 -0.3428
H -0.0103 0.9538 -2.1772
H -7.4402 -7.5047 -2.5622
H -1.2396 -2.5083 -1.9555
H 0.6299 -0.5610 5.5186
H -0.6588 -2.1239 8.6395
H -6.2568 1.3747 -3.7357
H -6.7576 2.6884 -4.7996
H 5.5677 0.1307 -6.3920
H -5.3616 3.0443 -4.1954
H -7.6584 -9.3357 -0.7473
H -7.6552 -10.4367 -2.1004
H -7.9797 -4.7349 -0.7179
H -8.3409 3.5799 -1.5202
H -0.1085 -0.2129 7.0418
H -8.5723 -4.0442 -2.3308
H 2.1883 -3.3754 7.2627
H 3.6297 12.5664 4.4115
H 10.7078 -2.0569 0.9343
H 5.5261 6.4510 1.9568
H 1.5773 0.2998 -1.6616
H -11.7518 -10.2744 0.0148
H 6.3624 5.6709 3.9148
H -0.2880 -2.6026 0.0069
H 3.5794 -0.8672 -7.6936
H 0.8854 -1.6125 0.5708
H 6.5567 8.9669 1.7194
H -0.8155 -1.5495 6.0344
H 11.1023 0.8559 0.8408
H -9.2287 -11.9798 0.6482
H -6.1406 3.5421 -0.7175
H -5.9917 -8.5273 -2.4798
H 5.5506 -1.8930 -9.8050
H 4.2313 -2.1835 -6.7492
H -9.7690 -11.7436 -0.9629
H 0.3382 0.9908 -0.6574
H 3.9260 6.1574 2.4107
H 10.8383 -0.1356 -0.6870
H -0.7466 -1.0296 0.5864
H 10.7743 -1.1042 2.3106
H 5.0092 12.0605 5.3635
H -7.3836 -5.3903 -2.1931
H 6.6555 -1.2675 -6.1557
H 0.8880 -3.0559 8.8079
H 7.3438 11.2007 1.3798
H -10.8025 -12.5659 -0.0096
H 7.0886 0.2381 -7.1064
```

Results
maximum force	0.0961	Eh/bohr
HOMO energy	-9.3	eV
total energy	-81699.408	eV
orbital gap	9.6	eV

=====

3.
This record from the Open Molecules 2025 dataset describes a structure of composition C39H100Li4N8O16 in a non-equilibrium geometry. The level of theory is ωB97M-V with the def2-TZVPD basis set.

The geometry in XYZ format:
```
167
Properties=species:S:1:pos:R:3
O 0.2855 -7.5764 0.6049
O -6.1055 0.8668 -5.7378
O -5.9617 -0.3105 4.7293
O -4.4434 9.6601 5.0199
O -2.1237 6.7095 7.7296
O 2.6854 1.9156 0.1258
O -4.0879 5.6145 1.2299
O 3.4299 3.5556 -4.2685
O -4.3452 -4.0325 -4.4015
O 2.5517 -1.9840 -11.7310
O 2.3412 8.8767 6.0643
O 0.9403 -2.1501 -7.8792
O 9.9500 -0.7190 4.3282
O -2.3578 -11.4922 1.0731
O -0.0410 2.0187 1.6803
O 8.6701 -4.4048 2.2310
N -5.3472 -1.2136 -3.9150
N 2.4436 -4.0525 -9.2464
N -3.8757 0.3793 5.0838
N 8.2543 -1.0961 2.1142
N -4.7539 0.3837 3.0607
N 0.3138 7.1251 6.9715
N -1.1213 -9.5854 -1.0529
N -3.5997 7.2787 3.5134
C 10.4493 -0.4286 3.0404
C -6.3682 1.7290 -6.9106
C -1.6531 -10.9303 -1.3555
C -4.5184 -2.0243 -3.0383
C -3.6575 -11.7220 0.6786
C 0.2298 -6.2259 0.7866
C -4.9249 0.1194 4.3501
C 0.0457 5.7001 7.2766
C 8.6943 -5.5757 2.9974
C 3.0789 -1.0784 -10.8253
C 1.9100 -4.1225 -10.5680
C -4.7771 -3.5330 -3.2076
C -5.2033 5.9468 2.1245
C 0.0712 1.3780 0.3875
C 0.3692 -3.5145 -7.8391
C 1.5402 -1.5312 -6.7688
C 1.3866 7.6818 7.8406
C 2.7990 10.0403 5.3351
C -1.2332 5.6642 8.1912
C -6.1882 -0.5005 -6.1326
C -5.2963 -1.4730 -5.3676
C 1.6694 9.0659 7.2435
C -4.5960 6.2225 3.5142
C -3.3821 6.7416 8.3226
C -4.1544 8.4895 2.9173
C 9.6891 -1.3102 2.0186
C 7.5581 -3.5425 2.3288
C -3.4957 10.6938 4.7934
C 1.4915 -4.5712 -8.1645
C 10.3577 -1.9681 4.8947
C -4.5181 5.5203 -0.0392
C -4.4840 -5.4038 -4.5997
C 0.3199 -9.4420 -0.7246
C 2.8110 -3.4013 -11.6004
C -1.5504 -11.8704 -0.0831
C -5.1673 9.2337 3.8923
C 1.5360 1.1429 -0.2529
C 7.4355 -2.2467 1.5362
C 0.7797 -7.9860 -0.6384
Li 4.0586 5.3722 0.7230
Li 2.5009 2.4771 3.1415
Li -1.3727 5.2031 1.9338
Li 6.4792 2.1756 0.3152
H -5.3232 -0.2282 -3.6949
H -3.0447 0.7878 4.6805
H -5.4873 6.3597 4.1264
H 3.8694 -3.6403 -11.4973
H -0.5206 7.5948 7.2926
H 10.1832 -2.8274 4.2473
H 2.7702 -1.4761 -9.8586
H -0.4295 -3.7996 -8.5239
H 6.3563 -2.1149 1.4592
H 1.5400 1.3112 -1.3298
H 11.4034 -1.9404 5.2013
H -4.2986 -1.5232 -5.8038
H -3.1488 6.5767 9.3745
H -4.5979 -1.7029 -1.9997
H -1.7148 4.6878 8.1398
H 6.6944 -4.1240 2.0065
H -1.1937 -11.3659 -2.2429
H -7.3300 1.5875 -7.4035
H 1.8880 -5.1878 -10.7974
H -0.5765 -11.8208 0.4038
H 8.7253 -5.2632 4.0411
H -6.0584 8.6624 4.1528
H -0.5496 0.4841 0.3272
H 7.4464 -3.2465 3.3719
H 1.0708 -5.5660 -8.3106
H 11.5376 -0.4585 2.9878
H 2.6711 -3.0962 -9.0143
H -1.7778 -8.9931 -0.5647
H -3.5886 5.5783 -0.6055
H 2.2322 6.9952 7.7994
H 2.7102 -0.0713 -11.0203
H -3.0869 11.0076 5.7539
H 7.8976 -6.2846 2.7719
H -4.0119 5.3420 3.7818
H -2.6956 10.3409 4.1427
H 1.9554 10.6257 4.9694
H -3.5472 -5.8988 -4.8557
H -0.5740 -5.8785 1.4357
H -5.2816 -5.5372 -5.3305
H -3.7780 7.7379 8.1258
H -4.9134 -5.8373 -3.6964
H -2.6519 -10.6926 -1.7217
H 1.1199 -5.7495 1.1974
H 10.1984 0.6040 2.7976
H 4.1531 -1.0333 -11.0045
H -5.7787 -2.4476 -5.4427
H 1.0045 -3.5172 -10.6105
H 0.7064 9.5015 6.9770
H 0.0903 -5.6785 -0.1456
H 1.2060 -0.4953 -6.8259
H 9.6998 -2.0702 5.7577
H 7.7244 -2.3741 0.4929
H -3.9876 11.6038 4.4500
H -0.0676 -3.7133 -6.8605
H 3.0244 2.9827 -3.6177
H -3.9903 -10.9388 -0.0026
H -4.0771 0.3351 6.0725
H 0.9147 -10.0582 -1.3989
H 2.4561 -3.8901 -12.5078
H 2.1104 -4.7991 -7.2967
H 2.6237 -1.4128 -6.7718
H 0.3581 -9.8143 0.2991
H -3.7725 0.5712 2.9128
H -5.4509 10.2032 3.4827
H -3.5690 -1.7668 -3.5077
H -5.8174 -3.8488 -3.1289
H -3.3591 9.1894 2.6611
H -7.2442 -0.7474 -6.0230
H -6.0007 -0.7272 -7.1822
H -0.9881 5.6052 9.2516
H -3.8508 -12.7425 0.3479
H -5.6657 1.8746 -7.7311
H -4.0290 5.9205 8.0139
H -5.8048 5.0432 2.2234
H -4.1023 -11.3595 1.6054
H -4.2538 -3.9521 -2.3481
H -6.6780 2.6846 -6.4874
H 10.0223 -2.3270 2.2265
H -5.1631 6.3392 -0.3580
H -5.8327 6.7568 1.7561
H -3.3775 7.4453 4.4844
H -0.5620 2.0035 -0.2417
H -5.5005 0.3138 2.3842
H 9.7199 -5.9000 2.8209
H 0.3685 -7.4738 -1.5083
H -1.6988 -12.9038 -0.3962
H 3.3489 10.6355 6.0641
H 0.9393 5.2976 7.7537
H -5.0293 4.5577 -0.0487
H 3.3021 9.8635 4.3845
H 2.1894 9.7509 7.9132
H 3.4921 4.4062 -3.8340
H 1.2327 -1.9801 -5.8242
H -0.0687 5.2129 6.3083
H 1.7069 0.0729 -0.1346
H 1.2306 7.7076 8.9191
H -4.6763 8.2555 1.9894
H 10.1959 -1.0902 1.0790
H 8.2062 -1.1619 3.1209
H 1.8587 -7.8321 -0.6248
```

Results
maximum force	0.0875	Eh/bohr
HOMO energy	-10.0	eV
total charge	+2
total energy	-87531.081	eV
orbital gap	1.9	eV

=====

4.
This record from the Open Molecules 2025 dataset describes a structure of composition C30H45EuF6N7O6PS2 in a non-equilibrium geometry. The level of theory is ωB97M-V with the def2-TZVPD basis set.

The geometry in XYZ format:
```
98
Properties=species:S:1:pos:R:3
Eu -1.0084 0.0975 -0.4334
S -3.5590 2.9143 -2.5742
S -4.0316 0.6177 -1.1820
P 1.4593 -1.5688 1.8472
F -3.9383 5.2162 -3.3133
F -5.0463 -1.5790 -1.9367
F -5.5493 4.4566 -2.0105
F -6.2561 -0.5949 -0.4707
F -3.6649 5.1114 -1.1554
F -6.1329 0.2208 -2.5609
O 0.7361 0.4899 -2.2383
O -2.1332 3.1492 -2.5616
O -4.2101 2.5153 -3.7775
O -3.1180 0.0692 -2.1689
O 0.7622 -0.5619 0.9304
O -3.7542 0.1968 0.1787
N 2.3335 2.0974 -2.3688
N -2.0006 -2.6225 0.1850
N -1.5344 1.0566 2.1740
N -0.3087 2.8188 -0.2312
N -4.1010 2.1666 -1.2397
N 0.7342 1.8979 -4.0277
N -0.6333 -1.9515 -2.3688
C -1.0677 3.5091 2.0309
C 3.1238 0.4512 2.2938
C 2.0968 -5.6428 -0.1020
C 5.4587 0.2241 2.7584
C 5.3990 -1.1577 2.5767
C 0.6634 -2.0409 5.7945
C 0.5722 -1.7829 3.4122
C 4.3365 1.0318 2.5835
C -1.9513 2.4093 2.5935
C 1.5249 -5.5738 1.1530
C 3.3320 2.6831 -3.2128
C -0.8110 -1.8331 3.4532
C 1.3150 -1.8855 4.5814
C -0.3291 1.0895 -4.6158
C 1.2449 1.4434 -2.8516
C -2.1540 -3.3719 -1.0628
C 2.8113 1.7235 -1.0454
C -5.5155 -0.3742 -1.5536
C 4.1792 -1.7572 2.3061
C 2.2573 -3.2402 -0.1659
C 1.2875 -4.3427 1.7530
C 3.0651 -0.9402 2.1722
C 0.6582 3.3204 -4.3609
C 2.4577 -4.4641 -0.7805
C -0.9307 -3.3145 -1.9590
C -1.1508 3.7701 0.5326
C -0.7231 -2.0889 5.8247
C -1.4695 -1.9776 4.6686
C -4.2375 4.5355 -2.2041
C 1.6433 -3.1792 1.0896
H -0.6588 0.8230 2.6086
H 1.2349 -2.1118 6.6999
H 1.2528 -6.4955 1.6631
H 0.3295 -1.8026 -2.6561
H -2.8893 -2.5085 0.6204
H -2.1941 0.3787 2.5013
H -1.2425 -1.5900 -3.0878
H -2.4344 -4.4348 -0.9007
H 3.0829 2.6244 -4.2577
H -2.9886 -2.9098 -1.6122
H -1.0843 -4.0122 -2.8058
H -1.3778 -1.7157 2.5288
H 2.8873 -4.5440 -1.7721
H -2.9823 2.5141 2.2307
H -1.9922 2.4837 3.6871
H 6.2819 -1.7746 2.6970
H 4.2861 2.1557 -3.0655
H -0.3968 3.5951 -4.3590
H 0.8402 -4.3072 2.7374
H -0.3050 3.1033 -1.2029
H 4.4082 2.1003 2.7380
H 2.5928 -2.3163 -0.6389
H -0.8543 4.7915 0.3188
H 2.3885 -1.8210 4.5584
H -0.0832 0.0326 -4.5604
H 2.2208 1.0393 2.2146
H -1.2255 -2.1942 6.7834
H 6.4188 0.6590 2.9736
H -1.4014 -3.0965 0.8440
H 1.1566 3.9278 -3.6154
H 0.6702 2.9052 0.0508
H 3.5053 0.8726 -1.1044
H -2.5572 -2.0086 4.7234
H -2.1794 3.6512 0.1563
H 1.0873 3.5189 -5.3304
H 2.2687 -6.5993 -0.5810
H -0.4180 1.3456 -5.6697
H -0.0189 3.3729 2.3294
H -0.0609 -3.6720 -1.4017
H 3.3589 2.5486 -0.5846
H 1.9933 1.4118 -0.4009
H -1.3677 4.4377 2.5359
H 4.0904 -2.8273 2.1445
H 3.5125 3.7274 -2.9774
H -1.2867 1.2843 -4.1201
```

Results
2S+1	8
maximum force	0.0335	Eh/bohr
HOMO energy (spin up / spin down)	-9.1 / -11.5	eV
total charge	+1
total energy	-121149.302	eV
orbital gap (spin up / spin down)	6.9 / 9.4	eV